1.
{
  "formula": "C12H23BN2O4",
  "method": "ωB97M-V/def2-TZVPD",
  "charge": 0,
  "e_homo_ev": -8.45,
  "e_above_lowest_kcal_mol": 0.0,
  "smiles": "N[C@@H]1C[C@@H]2C[C@@](N)(C(=O)O)[C@@H](CCCB(O)O)[C@@H]2C1",
  "gap_ev": 8.58,
  "elements": ["N", "C", "C", "C", "C", "C", "N", "C", "O", "O", "C", "C", "C", "C", "B", "O", "O", "C", "C", "H", "H", "H", "H", "H", "H", "H", "H", "H", "H", "H", "H", "H", "H", "H", "H", "H", "H", "H", "H", "H", "H", "H"],
  "coordinates": [[-2.95243, -1.17415, -2.09117], [-1.94636, -2.10860, -1.62123], [-2.13475, -2.45292, -0.09140], [-1.15071, -1.56463, 0.69755], [-1.76178, -0.35661, 1.45154], [-1.40466, 0.92415, 0.65905], [-2.57253, 1.34710, -0.08324], [-1.03342, 2.11275, 1.58848], [-0.96811, 3.22322, 1.14532], [-0.79472, 1.80521, 2.88146], [-0.25715, 0.58912, -0.36387], [1.09082, 1.24286, 0.03684], [2.17395, 1.20346, -1.03005], [3.55711, 1.34956, -0.42763], [3.88887, 0.16174, 0.65509], [3.66839, -1.18030, 0.35717], [4.35845, 0.62761, 1.85258], [-0.13226, -0.98526, -0.42300], [-0.54380, -1.56921, -1.79241], [-2.85533, -0.90410, -3.05048], [-2.93678, -0.32204, -1.46997], [-2.03321, -3.05905, -2.19097], [-3.15994, -2.23521, 0.19674], [-1.90875, -3.48181, 0.11496], [-0.56764, -2.25363, 1.34874], [-2.85594, -0.46593, 1.53897], [-1.38368, -0.33458, 2.48504], [-2.36251, 2.20281, -0.56475], [-3.31267, 1.56027, 0.59256], [-0.58750, 2.66722, 3.28141], [-0.54376, 0.97092, -1.36791], [0.90768, 2.28870, 0.36124], [1.52086, 0.72200, 0.91215], [2.12988, 0.21989, -1.51122], [1.92607, 1.94537, -1.79624], [4.35349, 1.42452, -1.15149], [3.62392, 2.25649, 0.17613], [4.02141, -1.81984, 0.99021], [4.31287, -0.09625, 2.50350], [0.90171, -1.29330, -0.17666], [0.15287, -2.38560, -2.05804], [-0.42798, -0.80199, -2.56503]],
  "forces_ev_per_a": [[-0.85, 0.86, 1.92], [-0.45, -1.05, -0.37], [0.21, 1.40, -0.96], [1.12, -0.18, -1.01], [0.45, -0.62, 0.08], [0.26, -0.18, 0.74], [-0.91, -0.31, 0.15], [0.08, -1.27, -0.67], [-0.09, 0.82, 0.41], [0.03, 0.65, -0.32], [0.66, -0.29, 0.53], [-0.16, 0.25, 0.50], [-0.45, -0.51, -0.48], [0.17, -0.75, 1.44], [-0.33, 0.80, -1.41], [0.23, 0.62, 0.25], [-0.21, -1.14, 0.64], [-0.48, 0.58, 0.87], [1.33, -0.46, 0.86], [0.31, 0.09, -0.33], [-0.12, -0.94, -1.08], [-0.20, 0.55, 0.14], [-0.18, -0.22, -0.04], [-0.04, -0.57, -0.13], [-0.41, 0.78, -0.03], [0.34, 0.11, -0.12], [-0.01, 0.15, -0.49], [0.05, 0.44, -0.24], [0.09, -0.06, -0.46], [0.05, -0.16, 0.21], [0.03, -0.09, 0.63], [0.38, -0.58, -0.35], [-0.50, 0.03, 0.02], [-0.05, 0.05, -0.17], [0.28, 0.01, -0.02], [0.20, -0.10, -0.52], [-0.07, 0.20, -0.08], [-0.15, 0.19, -0.10], [0.36, 0.54, -0.02], [-0.44, 0.34, -0.09], [-0.21, 0.23, 0.11], [-0.31, -0.25, -0.04]]
}

2.
{
  "formula": "C47H45CoN2OP3S",
  "method": "ωB97M-V/def2-TZVPD",
  "multiplicity": 4,
  "charge": 2,
  "e_homo_ev": [-12.41, -12.41],
  "gap_ev": [6.82, 6.19],
  "elements": ["Co", "O", "N", "C", "C", "C", "C", "C", "C", "C", "P", "C", "C", "C", "C", "C", "C", "C", "C", "C", "C", "C", "C", "H", "H", "H", "H", "H", "H", "H", "H", "H", "H", "H", "H", "H", "H", "H", "H", "C", "S", "C", "C", "C", "N", "P", "C", "C", "C", "C", "C", "C", "C", "C", "C", "C", "C", "C", "P", "C", "C", "C", "C", "C", "C", "C", "C", "C", "C", "C", "C", "H", "H", "H", "H", "H", "H", "H", "H", "H", "H", "H", "H", "H", "H", "H", "H", "H", "H", "H", "H", "H", "H", "H", "H", "H", "H", "H", "H", "H"],
  "coordinates": [[-0.34786, 0.79093, -1.25283], [0.64453, 1.97332, -4.01749], [-0.19837, 2.08540, -2.93159], [-1.21458, 2.79389, -3.26485], [-2.44724, 3.24120, -2.60691], [-3.22376, 4.05942, -3.41834], [-4.49410, 4.50225, -3.02715], [-4.93322, 4.16155, -1.73658], [-4.12973, 3.39490, -0.89490], [-2.90729, 2.92252, -1.30736], [-1.82290, 2.21266, -0.04140], [-0.87504, 3.65619, 0.60175], [0.15040, 3.44901, 1.52934], [0.95875, 4.52055, 1.87680], [0.76898, 5.76523, 1.27384], [-0.28121, 5.94419, 0.40027], [-1.11814, 4.92203, 0.04282], [-2.79477, 1.65515, 1.38722], [-2.94479, 2.52590, 2.45843], [-3.53953, 2.13935, 3.65482], [-4.00850, 0.83835, 3.80345], [-3.84147, -0.05756, 2.72942], [-3.28444, 0.33457, 1.54658], [1.48236, 1.75784, -3.67410], [-1.07909, 3.20476, -4.22676], [-2.88434, 4.26509, -4.41541], [-5.07452, 5.12301, -3.67250], [-5.90268, 4.47079, -1.37070], [-4.46728, 3.22677, 0.12990], [0.30450, 2.45730, 2.00080], [1.77759, 4.39695, 2.56797], [1.35955, 6.62996, 1.56073], [-0.46585, 6.93197, 0.03222], [-1.86239, 5.08966, -0.71146], [-2.51683, 3.53047, 2.38060], [-3.63953, 2.86313, 4.47308], [-4.46820, 0.44791, 4.73687], [-4.17953, -1.09399, 2.85111], [-3.21820, -0.41946, 0.76516], [1.31250, -5.61302, 4.18183], [-0.20890, -4.81045, 3.54558], [0.45503, -3.22144, 2.95331], [-0.69645, -2.46016, 2.21979], [-0.29483, -1.17917, 1.49290], [0.60763, -1.35547, 0.30032], [1.72685, -0.05012, -0.09946], [3.16702, -0.71865, -1.00348], [4.09502, -1.61358, -0.43332], [5.22796, -1.99496, -1.14470], [5.47094, -1.53348, -2.43594], [4.58263, -0.61331, -3.01321], [3.45880, -0.18976, -2.26978], [2.51547, 0.55981, 1.40955], [3.01483, 1.86455, 1.39285], [3.85447, 2.31879, 2.43976], [4.09683, 1.52026, 3.53983], [3.56115, 0.23869, 3.57722], [2.77990, -0.26902, 2.54288], [-0.34618, -1.55258, -1.17095], [-1.72856, -2.64824, -0.91379], [-1.51386, -4.00665, -0.64006], [-2.60919, -4.85880, -0.57253], [-3.87997, -4.34985, -0.84396], [-4.06196, -3.05354, -1.21230], [-2.98921, -2.17707, -1.23303], [0.77331, -2.21918, -2.45442], [1.73765, -3.21280, -2.16073], [2.65146, -3.61866, -3.16497], [2.58343, -3.05202, -4.42378], [1.57759, -2.16539, -4.74264], [0.71379, -1.71230, -3.73901], [1.01191, -6.40423, 4.87871], [1.85320, -4.89427, 4.76830], [1.91137, -6.00244, 3.38004], [1.31171, -3.44226, 2.29612], [0.82150, -2.64252, 3.78189], [-1.41707, -2.17847, 2.96803], [-1.24720, -3.08075, 1.55598], [0.23168, -0.49405, 2.17865], [-1.21754, -0.70504, 1.15799], [3.98696, -2.01159, 0.54109], [5.90611, -2.70033, -0.71835], [6.29451, -1.94020, -3.03159], [4.72743, -0.25617, -4.04088], [2.76757, 0.51874, -2.68206], [2.91712, 2.52332, 0.54690], [4.27142, 3.30503, 2.37219], [4.68453, 1.88529, 4.36933], [3.74126, -0.38228, 4.48455], [2.35377, -1.26974, 2.53787], [-0.53171, -4.37098, -0.32993], [-2.49570, -5.90169, -0.42332], [-4.78582, -4.97264, -0.85408], [-5.03098, -2.65580, -1.54220], [-3.18816, -1.12369, -1.49887], [1.86868, -3.56000, -1.13019], [3.46719, -4.24142, -2.89121], [3.32608, -3.31499, -5.14385], [1.57686, -1.68588, -5.70434], [-0.03313, -0.96651, -3.98339]],
  "forces_ev_per_a": [[0.88, 0.44, -0.29], [-1.28, 0.21, -0.75], [-1.39, -0.41, 1.09], [0.41, 0.33, 0.53], [0.24, -0.57, 0.42], [-0.98, -0.22, -0.02], [0.77, -0.57, 1.47], [0.04, 0.09, -0.89], [-0.55, 0.34, 0.26], [0.40, 0.16, 0.12], [0.40, -0.11, 0.37], [-0.47, -0.29, -0.91], [-0.13, -0.34, 0.14], [0.25, 0.29, -0.32], [-0.14, -0.24, 0.73], [0.12, 0.84, 0.13], [0.63, -1.13, 0.25], [-0.28, -0.68, 0.19], [0.45, 0.65, 0.08], [-0.46, -0.09, 0.53], [0.13, -0.53, 0.00], [-0.78, -0.34, 1.13], [0.44, 0.50, -0.83], [1.80, -0.47, 0.74], [-0.17, 0.51, -1.26], [0.14, 0.22, -0.28], [-0.33, 0.20, -0.30], [-0.01, 0.15, -0.11], [0.08, -0.10, -0.33], [-0.10, 0.70, -0.40], [-0.02, -0.12, 0.19], [0.12, -0.25, -0.07], [-0.04, 0.39, -0.34], [-0.37, -0.01, -0.01], [-0.33, -0.32, 0.10], [0.08, -0.33, -0.40], [0.40, 0.61, -0.73], [0.10, 0.45, -0.11], [0.08, 0.30, -0.08], [-0.98, 0.20, 0.28], [0.23, -0.12, 0.10], [-0.46, -0.37, -1.08], [1.49, 0.14, 0.65], [0.57, 0.17, 0.27], [0.13, -0.68, -0.39], [-0.24, 0.09, -0.17], [0.71, -0.02, -0.11], [0.17, 0.59, -1.06], [-0.50, 0.24, -0.34], [-0.63, 0.29, -0.57], [-0.32, -0.06, 0.50], [0.55, -0.78, 0.10], [0.06, -0.20, 1.05], [1.21, -0.26, 0.68], [-0.94, -0.47, -0.63], [-0.18, -0.03, -0.30], [-0.31, -1.13, 0.92], [-0.02, 0.91, -0.94], [0.62, 0.51, -0.35], [0.70, -0.26, -0.22], [-0.39, -0.28, 0.68], [-0.05, 0.94, -0.52], [-0.78, -1.21, -0.21], [-0.55, 1.53, -0.44], [-0.32, 0.67, -0.11], [0.49, -1.07, 0.89], [0.45, 0.23, -0.56], [-1.27, 1.09, 1.40], [-0.30, -0.34, 0.14], [-0.01, 0.77, 0.73], [-0.28, -0.01, -0.69], [-0.03, 0.09, -0.39], [0.40, 0.37, 0.19], [0.27, -0.20, -0.28], [-0.31, 0.18, -0.05], [0.10, 0.35, 0.47], [-0.34, 0.32, 0.48], [-0.16, -0.77, -0.51], [-0.40, -0.17, -0.18], [0.11, 0.20, 0.16], [-0.37, -0.26, 0.89], [0.33, -0.31, 0.33], [-0.18, 0.32, 0.37], [-0.01, -0.09, 0.56], [-0.18, 0.24, -0.30], [-0.37, 0.02, -0.28], [0.14, 0.30, 0.01], [0.09, -0.02, -0.01], [-0.15, 0.46, -0.89], [0.28, 0.11, 0.30], [-0.18, 0.07, -0.43], [0.22, -0.74, 0.43], [0.70, -0.06, 0.16], [0.31, -0.43, 0.38], [0.39, -0.59, 0.07], [-0.13, -0.02, -0.43], [0.42, -0.64, 0.09], [0.31, -0.13, -0.47], [-0.24, -0.04, -0.31], [-0.01, 0.11, -0.06]]
}

3.
{
  "formula": "C6H5N",
  "method": "ωB97M-V/def2-TZVPD",
  "charge": 0,
  "e_homo_ev": -9.26,
  "e_above_lowest_kcal_mol": 95.8,
  "smiles": "C#C[C@@H]1N[C@@H]1C#C",
  "gap_ev": 10.26,
  "elements": ["C", "C", "C", "N", "C", "C", "C", "H", "H", "H", "H", "H"],
  "coordinates": [[0.76789, -2.19072, 0.75902], [0.83408, -1.06256, 0.32890], [1.03204, 0.29416, -0.16915], [0.81561, 1.47231, 0.69328], [-0.03369, 1.31935, -0.48290], [-1.38760, 0.82036, -0.38740], [-2.24740, -0.02220, -0.49993], [0.68009, -3.18914, 1.14511], [1.94472, 0.39393, -0.74778], [0.22138, 1.15181, 1.45558], [0.16348, 1.91631, -1.37414], [-2.74644, -0.94081, -0.69957]],
  "forces_ev_per_a": [[-0.08, 0.70, -0.27], [-0.25, -0.26, 0.15], [0.52, -0.06, 0.15], [-0.41, -0.02, 0.07], [0.01, -0.64, -0.61], [-0.40, -1.31, -0.34], [0.85, 0.56, 0.03], [0.06, 0.39, -0.16], [-0.06, -0.03, -0.03], [0.27, 0.16, 0.29], [0.07, 0.27, 0.52], [-0.58, 0.24, 0.20]]
}

no.,DFT total energy (Ha)
1,-906.50102
2,-4807.22335
3,-286.19054